# C48H96O48

A 16-piece molecular cluster, C48H96O48 overall (ωB97M-V/def2-TZVPD, the OMol25 dataset).

The calculated total energy is -5498.11199 hartree. For the molar mass, the calculation gives 1441.25 g mol⁻¹. As for the total charge: 0. The LUMO energy is 0.1 eV. The HOMO energy is -10.2429 eV.

The geometry in XYZ format:
```
192
Properties=species:S:1:pos:R:3:forces:R:3
C 26.78396 16.09554 15.50226 0.3 -1.4 -0.8
O 26.31455 14.72262 15.63412 0.1 0.9 0.2
C 25.02246 14.63803 15.95644 0.8 -1.8 -0.1
O 24.24142 15.53613 16.07195 -0.6 0.5 0.1
O 24.78378 13.31900 16.12858 0.6 0.7 -0.4
C 23.47814 12.93086 16.45007 -1.4 -0.5 -0.1
H 26.66157 16.62108 16.40877 -0.4 0.7 0.9
H 26.26834 16.51799 14.66677 -0.3 0.6 -0.3
H 27.83835 16.06203 15.26747 0.2 -0.3 0.0
H 23.15204 13.37314 17.37535 -0.1 0.5 0.3
H 23.44948 11.85879 16.60280 0.4 -0.2 -0.1
H 22.73799 13.12118 15.65447 0.4 0.3 0.2
C 17.90000 17.35339 18.73957 -0.3 1.1 -0.9
O 17.69753 15.95075 18.74118 0.9 -0.5 0.1
C 16.93423 15.36395 19.64755 -1.9 1.1 1.5
O 16.25215 15.91745 20.51331 1.7 -0.4 -1.3
O 16.80908 14.06723 19.48132 0.4 -1.2 -1.1
C 17.53379 13.29169 18.44090 0.4 0.6 1.6
H 18.62804 17.81613 19.41479 -0.1 -0.9 0.4
H 16.95593 17.87975 18.83119 -0.2 -0.1 0.2
H 18.27814 17.55471 17.73760 0.0 0.0 0.0
H 17.07869 12.31456 18.53814 0.3 -0.1 -0.1
H 18.60199 13.28531 18.71704 -0.5 -0.1 -0.1
H 17.41581 13.65861 17.43792 -0.4 0.4 -0.1
C 20.97091 14.96826 18.03146 0.7 -0.1 0.1
O 21.40770 15.42665 19.33796 0.4 0.0 -1.1
C 20.89003 14.84578 20.39966 -1.2 -1.0 -0.1
O 19.86502 14.19671 20.44697 0.8 0.6 -0.3
O 21.61648 15.04607 21.47408 0.9 -0.3 1.4
C 23.01811 15.36401 21.47754 0.0 0.8 -1.1
H 21.70282 15.42887 17.35375 -0.5 -0.3 0.0
H 19.96582 15.25722 17.81898 -0.6 0.6 0.0
H 20.97571 13.87556 17.96200 0.3 0.1 0.2
H 23.40040 15.18472 22.46039 0.0 -0.6 0.5
H 23.14557 16.42496 21.32064 -0.1 0.5 -0.2
H 23.65078 14.88704 20.70570 -0.7 -0.3 0.3
C 14.66990 11.73911 17.75692 0.5 0.7 -0.4
O 15.74654 11.16414 16.98553 -0.1 -0.5 -0.1
C 15.74149 11.21519 15.62817 -0.8 0.3 1.3
O 14.94618 11.85890 15.00031 -0.5 0.4 -0.3
O 16.63282 10.46546 15.05817 1.6 -1.5 -0.3
C 17.70919 9.77266 15.80606 -0.6 2.0 0.7
H 14.47678 12.79253 17.50419 0.5 -0.2 0.0
H 15.01205 11.65082 18.78369 -0.1 0.1 0.0
H 13.71532 11.24729 17.66192 -0.1 -0.7 -0.4
H 17.37673 8.92392 16.36865 -0.7 -0.2 0.3
H 18.16338 10.54170 16.43944 -0.2 -0.3 0.3
H 18.49074 9.45418 15.16739 0.1 -0.2 -1.3
C 20.20897 11.28305 13.55626 -0.1 -0.9 -0.5
O 21.40763 10.79876 14.24131 -0.7 0.3 0.4
C 21.40187 9.62440 14.89360 -1.0 0.4 -1.2
O 20.56676 8.75637 14.79817 0.2 0.3 0.2
O 22.49613 9.58080 15.62168 1.1 -0.3 0.9
C 22.79540 8.32477 16.26844 -1.1 -0.8 -1.0
H 19.27758 11.28952 14.10672 0.2 -0.1 1.0
H 19.96299 10.64030 12.69868 0.5 0.3 0.0
H 20.42100 12.31482 13.29418 0.2 -0.2 -0.1
H 23.48644 8.46687 17.07346 0.4 0.5 0.2
H 23.17787 7.60709 15.52527 0.1 0.4 0.2
H 21.87489 7.87665 16.64390 0.0 0.2 0.1
C 16.88092 18.29013 13.51407 -0.1 -0.5 0.0
O 16.13741 17.43656 12.61857 0.4 -0.1 -0.1
C 16.80207 16.98530 11.55038 -0.9 -0.7 -0.3
O 17.90780 17.29248 11.18831 -0.3 -0.1 0.3
O 16.04945 16.08410 10.87707 1.4 0.8 -0.2
C 14.70292 15.81244 11.21982 -0.3 -0.2 0.8
H 16.09884 18.77877 14.08002 0.2 0.2 0.3
H 17.46737 18.96991 12.91890 0.2 0.4 0.0
H 17.52385 17.66617 14.15730 -0.3 0.3 -0.2
H 14.63821 15.40249 12.25823 -0.2 0.3 -0.9
H 14.41342 15.07874 10.47415 -0.2 -0.2 0.2
H 14.06288 16.69645 11.11531 0.2 -0.1 0.2
C 20.25037 19.25728 10.79495 0.5 -0.4 1.0
O 19.76480 19.93751 11.98962 0.5 0.1 -1.3
C 20.14067 19.44041 13.16596 -1.1 0.1 -0.6
O 20.61294 18.35667 13.35661 0.7 -0.5 0.4
O 19.74471 20.32612 14.05179 0.0 0.5 1.2
C 19.85152 20.02901 15.47883 0.1 0.2 -1.3
H 19.77479 19.68936 9.92455 -0.4 0.0 0.2
H 20.09526 18.18724 10.91044 -0.4 0.1 -0.3
H 21.32579 19.39621 10.70163 0.1 0.2 0.1
H 20.89216 19.98154 15.76105 0.2 -0.2 0.1
H 19.35111 19.08974 15.68904 -0.1 0.1 0.2
H 19.39439 20.90365 15.91738 -0.2 -0.1 0.4
C 13.78403 15.84358 18.72419 0.2 -0.8 -1.4
O 14.63186 16.80756 18.07644 0.7 0.7 -0.3
C 14.35552 17.46287 16.93625 -1.6 -0.2 0.2
O 15.07608 18.29081 16.44246 0.0 -0.6 0.2
O 13.11776 17.11591 16.46541 1.0 0.3 0.1
C 12.70089 17.56530 15.15323 0.5 -0.7 -0.3
H 12.91975 16.29360 19.14700 -0.5 0.6 0.6
H 14.40084 15.30751 19.44866 -0.2 0.4 -0.1
H 13.41365 15.14945 17.96418 0.1 -0.1 0.1
H 11.66846 17.83667 15.25261 -0.6 -0.2 0.0
H 12.84051 16.72300 14.45015 -0.2 0.5 0.4
H 13.20306 18.44112 14.76133 0.6 0.1 0.4
C 12.15512 13.70055 15.30909 -0.2 0.2 0.7
O 11.22531 13.51054 14.24336 0.2 -0.1 0.7
C 11.35781 14.30215 13.19324 0.7 0.4 0.0
O 12.14869 15.20552 13.05937 0.1 0.0 0.1
O 10.50064 13.90000 12.30370 -1.5 -1.0 -0.9
C 10.47257 14.51196 11.01545 0.2 1.9 0.6
H 12.02358 14.63651 15.84957 -0.2 0.3 -0.4
H 13.18146 13.58914 15.01835 0.5 0.0 -0.5
H 11.95790 12.92904 16.03218 -0.3 -0.5 0.1
H 9.52692 14.29536 10.52145 0.1 -0.3 0.3
H 11.32278 14.19274 10.43168 0.2 -0.2 -0.2
H 10.52780 15.61333 11.19164 0.0 -0.7 -0.4
C 19.74401 14.35089 10.60147 -0.1 0.1 0.9
O 20.38776 13.04990 10.60602 -1.2 0.2 -0.8
C 21.53836 12.89371 11.18258 3.1 -1.8 -0.3
O 22.33861 11.98164 10.91331 -2.0 2.1 0.8
O 21.75232 13.86011 12.07855 0.2 0.7 0.4
C 23.03567 13.92385 12.70904 0.8 -0.6 -0.6
H 18.78510 14.16534 10.16301 -0.3 0.0 -0.8
H 20.35649 15.11683 10.09970 -0.3 -0.5 0.0
H 19.48302 14.70333 11.61128 0.5 -0.2 -0.1
H 23.83535 13.95932 11.91192 -0.8 0.0 1.0
H 23.15407 13.02575 13.32642 0.2 0.1 -0.2
H 23.05611 14.80746 13.36309 -0.1 -0.2 -0.5
C 23.81502 17.63922 18.38868 0.2 0.7 0.1
O 22.96444 18.67276 18.96668 1.5 -0.8 1.0
C 21.75565 18.76903 18.53775 -2.4 0.2 -1.4
O 21.31987 18.22423 17.51458 0.5 1.0 2.1
O 20.98475 19.58498 19.31778 0.1 -0.2 -0.6
C 21.48651 20.41671 20.43063 0.8 -1.0 -1.4
H 23.36944 16.66718 18.26922 -0.7 -0.2 0.6
H 24.65317 17.62547 19.09647 0.0 -0.1 -0.7
H 24.04804 17.94720 17.38304 0.6 0.1 -0.1
H 20.73044 21.16756 20.59331 -0.3 -0.1 0.1
H 22.41568 20.90573 20.12898 -0.1 0.0 0.0
H 21.68317 19.78396 21.28877 -0.2 0.0 0.2
C 18.54441 9.94699 8.74921 -1.3 0.3 -0.2
O 17.98975 11.21160 9.25548 1.3 -1.3 -2.8
C 17.54452 11.12734 10.44529 -0.5 -0.5 2.9
O 17.64773 10.16475 11.19527 -0.4 1.0 -0.4
O 16.98313 12.30716 10.73150 0.2 0.3 0.3
C 16.45106 12.51302 12.02088 -1.3 0.0 1.8
H 19.52276 9.77581 9.11229 1.1 0.3 0.4
H 18.51751 10.03113 7.66893 0.1 0.1 0.0
H 17.95299 9.09413 9.09322 -0.2 0.3 -0.1
H 15.55063 11.90860 12.19504 0.3 -0.2 -0.3
H 16.07954 13.54995 12.10898 0.6 -0.3 -0.5
H 17.06764 12.30064 12.92750 0.3 0.1 -1.1
C 14.71769 8.51363 10.73832 -0.7 1.8 0.2
O 14.27207 9.64120 9.89120 0.3 -0.7 0.0
C 13.64992 10.67308 10.43944 -0.9 0.6 -0.7
O 13.18246 11.58672 9.79053 0.6 -0.5 0.3
O 13.53007 10.56658 11.75899 0.2 0.2 -0.3
C 12.90730 11.66526 12.44005 0.3 -0.9 1.2
H 13.87017 8.15059 11.30172 -0.2 -0.2 0.1
H 15.45534 8.92330 11.42764 0.3 -0.5 -0.2
H 15.04825 7.76929 10.04712 0.5 -0.3 -0.3
H 11.87297 11.83498 12.17187 0.0 -0.1 -0.5
H 13.50608 12.57953 12.43566 -0.1 -0.1 -0.4
H 12.95663 11.22765 13.43414 -0.3 0.7 0.4
C 23.39275 21.24559 11.51170 -0.9 0.3 1.1
O 24.02736 20.10233 10.99371 0.2 -0.3 -0.5
C 24.11386 18.93435 11.65551 0.8 -0.2 -1.3
O 24.70367 18.00614 11.14500 -0.7 0.6 0.9
O 23.52099 18.96832 12.83878 0.1 -0.5 0.8
C 23.63061 17.73752 13.60803 -1.1 -0.2 -0.6
H 23.32155 22.01558 10.75656 0.4 -0.1 -0.4
H 23.90176 21.64152 12.38691 0.3 0.0 0.0
H 22.37128 21.05289 11.84004 -0.1 -0.3 -0.1
H 23.31633 17.93897 14.61372 0.2 0.5 0.5
H 24.61928 17.32008 13.54250 0.3 0.0 0.0
H 22.88424 17.01690 13.26341 0.2 0.1 -0.4
C 26.27806 21.17258 19.95023 -0.6 -0.8 0.3
O 25.99969 20.37781 18.76367 1.1 0.6 1.7
C 25.19210 20.94578 17.89098 -1.0 1.4 0.0
O 24.67507 22.04830 17.95562 0.6 -1.1 -0.1
O 25.04198 20.04244 16.95980 -0.5 -1.0 -1.8
C 24.29782 20.28171 15.74160 0.3 0.8 0.6
H 26.62439 22.17036 19.72556 0.2 0.1 -0.2
H 26.93693 20.60994 20.60854 0.5 0.0 -0.6
H 25.38007 21.21920 20.54798 -0.6 0.4 -0.1
H 23.24779 20.05453 15.83766 -0.4 -0.3 0.4
H 24.71435 19.64044 14.98572 0.3 -0.1 -0.1
H 24.37008 21.32536 15.45920 0.2 0.2 -0.1
C 20.07238 15.79906 14.69466 -0.8 0.1 -0.6
O 19.44314 14.52844 15.02329 1.6 0.4 0.3
C 18.16581 14.31095 15.07830 -1.7 0.1 -1.2
O 17.74009 13.19624 15.26458 -0.2 0.3 0.4
O 17.37886 15.39095 14.76208 1.5 -1.0 0.4
C 15.98226 15.28470 15.02812 -0.3 0.5 1.1
H 19.78661 16.59159 15.39799 0.2 -0.4 0.0
H 19.73117 16.09536 13.69464 0.3 0.0 0.3
H 21.15457 15.60807 14.68997 -0.5 0.1 0.1
H 15.81626 15.55115 16.08541 0.2 -0.3 -0.1
H 15.52702 14.30610 14.84461 0.4 0.2 -0.4
H 15.57421 16.11888 14.47504 -0.5 -0.3 -0.4
```
Positions in Å, forces in eV/Å.